20
Properties=species:S:1:pos:R:3 method="wB97M-V/def2-TZVPD" multiplicity=1 homo_lumo_gap_ev=11.15 lumo_energy_ev=1.1884
H -1.739 -0.031 -0.625
C 0.226 -0.627 -0.054
H 0.773 -1.442 0.439
H -1.658 -0.441 1.098
H 2.540 0.721 -0.725
H 2.627 1.724 0.736
C -1.263 -0.766 0.135
H -1.171 -2.895 -0.706
C 0.071 1.911 -0.249
H 0.427 -0.737 -1.133
H -1.014 1.945 -0.104
H -2.311 -1.533 -0.975
H -2.567 -2.627 0.430
C -1.832 -2.151 -0.235
C 0.727 0.718 0.454
H 0.458 0.766 1.520
C 2.242 0.785 0.329
H 0.259 1.877 -1.330
H 0.487 2.849 0.134
H 2.716 -0.046 0.864

20
Properties=species:S:1:pos:R:3 method="wB97M-V/def2-TZVPD" multiplicity=2 homo_lumo_gap_ev="9.20 / 5.41" lumo_energy_ev="-5.4437 / -9.2163" s_squared=0.75 total_charge=+1
H -1.534 0.842 1.635
H 2.402 -1.655 0.074
H 1.792 0.110 -2.065
H -2.315 -1.385 1.174
H -2.514 -0.142 -1.703
C 2.365 -0.761 0.703
C -2.368 0.733 0.929
C -2.335 -0.614 0.409
H 1.469 1.762 -1.535
H -2.286 1.500 0.165
H -3.296 0.900 1.498
C -2.445 -0.927 -0.959
H 3.378 -0.420 0.887
H 1.354 1.120 0.791
H 3.015 1.026 -1.198
C 1.458 0.285 0.089
H 1.933 -1.084 1.658
H -2.465 -1.958 -1.283
H 0.451 -0.152 -0.016
C 1.940 0.821 -1.253

35
Properties=species:S:1:pos:R:3 method="wB97M-V/def2-TZVPD" multiplicity=1 homo_lumo_gap_ev=2.49 lumo_energy_ev=5.8303 total_charge=-3
O -21.157 -2.417 -4.673
H -21.007 -4.372 -9.672
H -23.003 -1.662 -10.133
N -22.291 -3.037 -8.846
O -15.733 -2.634 -4.340
P -17.226 -2.568 -4.054
C -15.070 -7.039 -8.663
H -14.408 -7.616 -8.013
O -18.139 -2.562 -5.334
H -17.465 -7.588 -8.084
H -22.801 -4.852 -9.759
C -15.419 -5.057 -7.198
O -20.753 -3.774 -7.358
C -22.039 -4.070 -9.833
O -20.530 -1.192 -2.556
H -16.166 -4.570 -6.562
O -17.654 -1.383 -3.125
H -22.140 -3.707 -10.863
H -14.600 -5.293 -6.517
C -17.256 -6.582 -7.674
N -15.963 -6.266 -7.810
C -23.376 -2.104 -9.199
H -21.920 -2.156 -7.033
O -17.854 -3.678 -3.165
H -15.159 -4.314 -7.954
H -14.430 -6.380 -9.253
H -24.201 -2.712 -9.581
Al -19.662 -4.904 -4.906
P -21.370 -2.373 -3.122
H -15.652 -7.634 -9.364
H -23.544 -1.399 -8.396
O -22.855 -2.358 -2.710
O -18.027 -5.862 -7.088
C -21.619 -3.002 -7.673
O -20.499 -3.544 -2.620

30
Properties=species:S:1:pos:R:3 method="wB97M-V/def2-TZVPD" multiplicity=1 homo_lumo_gap_ev=5.66 lumo_energy_ev=-3.7201
P 8.395 1.151 2.742
H 6.972 -0.676 -3.550
C 9.918 0.968 -3.559
N 6.159 -5.609 -0.796
C 8.756 0.011 -1.690
O 9.510 1.979 3.409
O 6.627 -3.393 -0.700
C 6.970 -4.570 -0.936
H 4.609 -5.642 0.621
H 10.712 1.053 -2.817
O 8.781 0.685 1.293
Al 6.494 -1.210 1.307
O 6.847 1.387 2.693
N 8.739 0.294 -3.001
C 4.742 -5.455 -0.444
C 7.668 0.053 -3.962
H 9.575 1.920 -3.966
H 9.663 0.356 -1.170
H 4.460 -4.436 -0.710
H 7.993 -4.879 -1.200
O 7.870 -0.655 -1.178
H 10.371 0.319 -4.308
H 7.069 0.880 -4.343
C 6.601 -6.928 -1.176
H 4.091 -6.122 -1.010
H 7.691 -6.930 -1.162
H 6.259 -7.739 -0.532
H 7.913 -0.615 -4.788
H 6.251 -7.249 -2.157
O 8.375 -0.276 3.384

24
Properties=species:S:1:pos:R:3 method="wB97M-V/def2-TZVPD" multiplicity=1 homo_lumo_gap_ev=7.31 lumo_energy_ev=3.6638 total_charge=-1
C 2.302 -0.306 -0.628
H -0.456 -0.560 1.339
H -2.855 0.959 1.287
H -2.692 -0.749 1.724
C -0.428 1.352 0.377
H -2.454 -1.375 -2.159
H 2.583 1.795 -0.645
H 1.819 -0.499 -1.576
C -2.538 -0.022 0.913
C -1.037 -0.083 0.548
C 2.039 -1.448 0.358
H 3.377 -0.269 -0.809
H -1.228 1.995 0.025
H -0.100 1.742 1.348
O -0.977 -0.769 -0.655
H 2.055 -1.113 1.389
H -2.339 0.657 -1.837
H 1.102 -1.930 0.110
C 1.898 1.093 -0.165
H 2.824 -2.193 0.251
O 0.604 1.471 -0.580
B -2.281 -0.482 -1.338
O -3.252 -0.480 -0.190
H 2.032 1.216 0.912

30
Properties=species:S:1:pos:R:3 method="wB97M-V/def2-TZVPD" multiplicity=2 homo_lumo_gap_ev="2.63 / 6.26" lumo_energy_ev="2.0242 / 2.0222" s_squared=0.75 total_charge=-1
H 3.653 5.357 1.418
H 1.124 3.915 0.573
H -3.958 -2.547 -2.957
H 2.102 5.212 -0.360
H -1.913 -1.673 1.201
H 2.050 -1.218 0.064
H -1.280 -1.964 -1.363
O -0.069 -3.735 0.430
H -2.516 -3.426 -3.407
H 1.461 -0.471 -1.520
Br 4.124 3.075 0.329
H -2.472 -3.372 1.707
C -1.725 -2.581 1.774
H -1.703 -2.283 2.822
C 1.747 4.809 0.589
H 2.779 4.132 2.349
C 1.726 -0.327 -0.473
O 0.771 1.066 1.082
Br -3.373 -4.039 -1.044
H 2.551 0.383 -0.408
C -2.096 -1.614 -1.995
Br 0.715 6.270 1.484
O 0.549 -2.537 2.186
N 0.570 0.299 0.202
O -0.557 0.058 -0.156
C -2.980 -2.863 -2.596
N -0.305 -3.014 1.440
Br -1.325 -0.377 -3.375
C 3.049 4.453 1.343
H -2.699 -0.986 -1.339

24
Properties=species:S:1:pos:R:3 method="wB97M-V/def2-TZVPD" multiplicity=1 homo_lumo_gap_ev="2.79 / 4.28" lumo_energy_ev="2.1655 / 2.9137" total_charge=-1
N 2.401 1.674 3.490
H 3.137 1.161 3.978
H -4.192 -2.548 -2.769
C 1.952 -0.323 2.253
C 1.170 -0.873 1.244
H 0.283 0.927 -2.373
Ca 1.252 -1.292 -1.279
N 0.574 0.134 -2.876
H -0.001 -0.008 -3.692
N 0.391 -0.150 0.371
H -2.385 -2.472 -2.487
C 1.658 1.047 2.516
H 0.421 2.857 2.069
C 0.027 1.111 0.797
H -3.757 -1.319 -1.233
H 1.203 -1.934 1.043
H 1.533 0.389 -3.218
H -3.841 -0.588 -0.839
C -3.363 -1.888 -2.482
H -0.792 1.551 0.215
H 2.721 -0.918 2.796
H 2.288 2.604 3.739
H -3.338 -0.938 -3.085
C 0.657 1.795 1.822

33
Properties=species:S:1:pos:R:3 method="wB97M-V/def2-TZVPD" multiplicity=1 homo_lumo_gap_ev=7.18 lumo_energy_ev=2.1538 total_charge=-1
H 2.187 -2.026 -2.297
H -2.100 -3.175 -0.296
N -0.859 1.542 1.923
Si -0.117 -2.096 -1.351
I -0.205 3.042 -3.229
H -0.520 -0.422 -3.242
H -1.278 -0.286 0.365
N 1.861 -0.605 0.466
H 1.074 1.666 -0.571
H 2.047 -1.545 0.805
O -1.290 1.336 3.005
O -1.902 1.687 -1.185
Cl 0.701 3.953 3.343
Cl -1.146 6.105 3.849
I -0.250 -2.337 2.275
Cl 1.518 6.211 4.948
H 2.176 0.012 1.207
C 0.172 5.134 4.521
H -0.725 -4.293 -0.327
C 1.519 -2.811 -1.936
C -0.970 -1.340 -2.860
H 2.030 -3.358 -1.139
H -1.627 -3.953 -1.814
H 1.333 -3.505 -2.761
C -0.782 1.668 -1.504
H -0.922 -2.081 -3.664
Cl -0.394 4.314 5.980
C 0.406 0.927 -1.020
O 0.261 0.806 1.661
H -2.027 -1.150 -2.655
H 0.947 0.553 -1.888
P 0.128 -0.460 0.274
C -1.246 -3.515 -0.884

29
Properties=species:S:1:pos:R:3 method="wB97M-V/def2-TZVPD" multiplicity=6 homo_lumo_gap_ev="6.30 / 7.74" lumo_energy_ev="-8.1869 / -6.7458" s_squared=8.76 total_charge=+2
C 1.502 1.382 -3.106
C 1.388 -1.457 -3.173
H -1.586 0.953 -3.172
H 1.560 -1.291 -4.246
P 0.493 -0.015 -2.473
C -1.007 0.071 -3.479
O 1.081 -1.480 2.077
C 0.965 -0.502 2.912
H -0.774 0.118 -4.553
Cl 3.595 0.074 -0.081
O 0.946 0.716 2.435
H 0.375 1.384 4.209
H 0.286 0.800 5.810
O -3.493 -0.188 2.994
H 2.351 -1.593 -2.658
H 2.455 1.441 -2.560
H 0.948 2.319 -2.953
Sm 1.160 -0.107 0.301
H -1.630 -0.806 -3.254
H 1.746 1.066 5.096
I -3.526 -1.332 -0.949
H 0.779 -2.359 -3.029
C -3.490 -0.549 1.920
C 0.821 -0.656 4.350
H 1.692 1.232 -4.179
N 0.784 0.742 4.915
H -0.101 -1.188 4.596
H 1.666 -1.204 4.769
I -3.490 1.306 -0.882

35
Properties=species:S:1:pos:R:3 method="wB97M-V/def2-TZVPD" multiplicity=1 homo_lumo_gap_ev=2.00 lumo_energy_ev=3.8654 total_charge=-3
C -3.427 0.642 -4.489
C -1.111 -0.263 5.698
O 0.965 -1.292 4.373
H 0.517 -1.616 6.414
O 2.174 -7.324 -3.049
C 0.050 -1.409 5.451
N 2.723 -5.188 -1.686
O 3.213 4.175 1.534
H -3.673 2.132 -2.982
S 3.013 -6.173 -2.875
O -1.621 0.484 4.631
O 1.456 -2.979 -2.214
H -3.430 -0.419 -4.737
Hg 0.212 1.159 0.934
H -0.541 -2.288 5.195
H -0.827 0.276 6.602
H -2.410 1.024 -4.582
O 3.720 -5.590 -4.022
H 3.752 6.171 1.534
S 1.483 -4.388 -2.486
C -3.940 1.080 -3.087
H 2.677 5.824 2.774
H -5.019 1.164 -2.965
O -3.393 0.418 -2.012
F 0.283 -4.700 -1.406
H -1.923 -0.808 6.180
H -3.919 1.118 -5.338
C 1.538 6.100 0.808
O 0.915 -4.777 -3.821
C 2.835 5.609 1.717
F 4.195 -6.927 -2.079
H 1.974 6.252 -0.179
O 0.443 5.266 0.502
H -4.131 0.152 -1.460
H 1.227 7.095 1.124

Max |F| values (in eV/A) by entry order: 3.26, 0.93, 3.48, 3.18, 1.46, 4.66, 2.61, 1.59, 4.15, 5.51.